# C3H8N2OS

The molecule C3H8N2OS at a distorted geometry (ωB97M-V with the def2-TZVPD basis set, the OMol25 dataset).

relative energy (zero: lowest compared OMol25 entry of this formula, charge and spin) = 0.997 eV
orbital gap = 0.36969 hartree
E_tot = -19103.5048 eV

The geometry in XYZ format:
```
15
C3H8N2OS (ωB97M-V with the def2-TZVPD basis set)
C -0.680 0.336 -0.104
C -1.009 0.472 1.367
S -1.549 2.167 1.580
N 0.150 -0.847 -0.403
C 1.464 -1.052 -0.802
N 1.730 -0.615 -2.090
O 2.262 -1.681 -0.157
H 0.008 1.143 -0.416
H -1.579 0.447 -0.698
H -1.914 -0.109 1.587
H -0.404 0.164 2.223
H -2.318 1.950 2.666
H -0.038 -1.524 0.326
H 2.652 -0.881 -2.400
H 1.224 0.029 -2.679
```

Want to see where the charge sits? The Mulliken charges in e are:
1. C -0.595
2. C -0.565
3. S -0.238
4. N -0.238
5. C 0.441
6. N -0.367
7. O -0.604
8. H 0.317
9. H 0.283
10. H 0.336
11. H 0.440
12. H 0.126
13. H 0.240
14. H 0.227
15. H 0.196